(1)
Here is a single C5H11N molecule from the OMol25 dataset. Energies are from the ωB97M-V functional and the def2-TZVPD basis.

Properties
Largest force on an atom: 0.272 eV/Å
LUMO: 1.05 eV
Orbital gap: 7.7 eV
Relative energy (zero: lowest compared OMol25 entry of this formula, charge and spin): 57.1 kcal/mol

Geometry (Å):
C (-2.456, 0.359, -0.071)
C (-0.957, 0.653, -0.127)
C (-0.123, -0.614, 0.051)
N (1.330, -0.335, 0.061)
C (1.894, -0.050, 1.241)
C (1.988, -0.325, -1.097)
H (-2.759, -0.337, -0.863)
H (-3.040, 1.277, -0.195)
H (-2.741, -0.087, 0.889)
H (-0.703, 1.120, -1.087)
H (-0.676, 1.362, 0.660)
H (-0.316, -1.336, -0.749)
H (-0.364, -1.087, 1.009)
H (2.861, 0.435, 1.215)
H (1.529, -0.538, 2.135)
H (1.467, -0.127, -2.023)
H (3.068, -0.370, -1.049)

(2)
Here is a molecular structure, C2H6N2S from the OMol25 dataset. Energies are from the ωB97M-V functional and the def2-TZVPD basis.

Properties
Largest force on an atom: 4.480 eV/Å
LUMO (spin up / spin down): 0.30 / 0.47 eV
Orbital gap (spin up / spin down): 7.1 / 7.9 eV
Relative energy (zero: lowest compared OMol25 entry of this formula, charge and spin): 115.2 kcal/mol

Geometry (Å):
C (-0.397, 1.304, -0.258)
C (1.615, -0.460, 0.214)
N (-1.123, -1.193, -0.031)
N (-0.725, -1.901, 0.805)
S (0.590, -0.039, -1.026)
H (-0.743, 1.083, 0.726)
H (-1.302, 1.337, -0.942)
H (0.250, 2.067, -0.093)
H (2.287, -1.143, -0.026)
H (1.753, 0.223, 1.060)
H (-2.204, -1.278, -0.429)

(3)
Here is 15 unconnected molecules or ions with the total composition C2H36NO14S2 from the OMol25 dataset. Energies are from the ωB97M-V functional and the def2-TZVPD basis.

Properties
Largest force on an atom: 3.824 eV/Å
LUMO: -2.40 eV
Charge: +1
Orbital gap: 8.8 eV
Relative energy (zero: lowest compared OMol25 entry of this formula, charge and spin): 25.8 kcal/mol

Geometry (Å):
N (1.063, -2.326, 0.833)
C (2.206, -1.605, 0.062)
C (2.104, -0.047, 0.285)
S (3.692, 0.799, -0.392)
S (3.184, 2.751, -0.867)
H (0.205, -2.126, 0.342)
H (1.023, -1.993, 1.819)
H (0.949, -3.380, 0.963)
H (2.468, -2.047, -0.917)
H (3.030, -1.819, 0.804)
H (1.371, 0.470, -0.316)
H (1.860, 0.169, 1.352)
H (2.627, 3.277, 0.171)
H (-4.268, -1.248, -2.954)
H (-4.299, -0.582, -1.665)
O (-3.639, -0.924, -2.282)
H (-0.855, -4.171, -1.043)
H (-1.311, -4.930, 0.038)
O (-0.830, -4.084, -0.076)
H (-2.270, -1.529, 1.676)
H (-1.469, -0.733, 2.650)
O (-1.361, -1.376, 1.948)
H (-0.265, 2.579, -3.107)
H (-1.556, 2.162, -3.476)
O (-1.017, 2.984, -3.559)
H (-0.654, 0.262, -1.707)
H (-2.186, -0.109, -1.659)
O (-1.533, 0.591, -1.488)
H (-3.018, 3.149, -3.271)
H (-3.133, 1.875, -2.277)
O (-3.577, 2.596, -2.720)
H (-4.613, 2.733, 0.393)
H (-3.622, 2.693, -0.862)
O (-3.765, 2.372, 0.112)
H (0.611, 2.093, -4.588)
H (1.369, 0.955, -5.356)
O (1.030, 1.226, -4.494)
H (0.634, 0.610, 3.867)
H (0.338, -0.661, 4.737)
O (0.212, -0.285, 3.868)
H (-1.683, 1.991, 2.540)
H (-1.638, 1.780, 1.048)
O (-1.050, 1.853, 1.832)
H (4.702, 0.301, 2.560)
H (3.267, 0.295, 2.679)
O (3.958, -0.296, 2.338)
H (0.607, 2.882, 2.847)
H (1.112, 1.539, 2.258)
O (1.109, 2.086, 3.043)
H (2.775, -3.087, 3.217)
H (1.517, -3.995, 3.690)
O (1.934, -3.493, 2.980)
H (1.651, -0.893, -2.451)
H (0.301, -0.455, -3.093)
O (0.703, -0.877, -2.331)

(4)
Here is a molecular structure, C2H5ClFN from the OMol25 dataset. Energies are from the ωB97M-V functional and the def2-TZVPD basis.

Properties
Largest force on an atom: 13.394 eV/Å
LUMO: 0.87 eV
Orbital gap: 9.5 eV
Relative energy (zero: lowest compared OMol25 entry of this formula, charge and spin): 63.7 kcal/mol

Geometry (Å):
C (0.095, -0.134, -0.576)
C (0.433, -0.534, 0.936)
H (-0.647, 2.057, -0.857)
H (-1.796, 0.834, -0.258)
H (-0.336, -0.909, -1.236)
H (1.037, 0.217, -0.829)
H (0.841, 0.366, 1.258)
N (-0.821, 0.792, -0.640)
F (-0.518, -0.988, 1.576)
Cl (1.713, -1.702, 0.626)

(5)
Here is a single C4H7N3S molecule from the OMol25 dataset. Energies are from the ωB97M-V functional and the def2-TZVPD basis.

Properties
Largest force on an atom: 4.499 eV/Å
LUMO: -0.39 eV
SMILES string: C=NN/C(N)=C\C=S
Orbital gap: 7.8 eV
Relative energy (zero: lowest compared OMol25 entry of this formula, charge and spin): 113.3 kcal/mol

Geometry (Å):
C (2.095, 0.342, 1.149)
N (0.983, 0.982, 1.413)
N (-0.223, 0.524, 0.900)
C (-0.363, -0.573, -0.051)
N (-0.050, -1.909, 0.414)
C (-0.733, -0.116, -1.317)
C (-1.306, 1.220, -1.439)
S (-2.131, 1.911, -2.587)
H (2.342, -0.615, 0.468)
H (3.017, 0.698, 1.563)
H (-0.999, 1.125, 1.226)
H (-0.039, -2.398, -0.505)
H (-0.543, -2.145, 1.431)
H (-1.052, -0.895, -2.110)
H (-0.999, 1.849, -0.555)

(6)
Here is 2 unconnected molecules or ions with the total composition CHClN2 from the OMol25 dataset. Energies are from the ωB97M-V functional and the def2-TZVPD basis.

Properties
Largest force on an atom: 4.487 eV/Å
LUMO (spin up / spin down): 0.25 / -3.74 eV
Orbital gap (spin up / spin down): 12.3 / 5.3 eV
Relative energy (zero: lowest compared OMol25 entry of this formula, charge and spin): 86.0 kcal/mol

Geometry (Å):
C (-1.121, 0.132, -0.116)
N (-0.381, -0.201, 0.915)
N (-0.026, 0.806, -0.115)
Cl (3.411, -0.717, 0.045)
H (-1.882, -0.021, -0.730)

(7)
Here is a molecular structure, C30H44FeN2O5P2S2 from the OMol25 dataset. Energies are from the ωB97M-V functional and the def2-TZVPD basis.

Properties
Largest force on an atom: 0.995 eV/Å
LUMO (spin up / spin down): 2.44 / 2.56 eV
Charge: -1
Multiplicity: 2
Orbital gap (spin up / spin down): 6.8 / 6.9 eV
Relative energy (zero: lowest compared OMol25 entry of this formula, charge and spin): 0.0 kcal/mol

Geometry (Å):
Fe (-0.208, 0.029, -1.016)
C (4.065, -2.349, -1.428)
C (3.021, -1.332, -1.895)
C (3.452, 0.053, -1.413)
P (1.305, -1.737, -1.319)
C (0.663, -3.175, -2.283)
C (1.641, -4.233, -2.787)
C (-0.489, -3.824, -1.511)
C (1.529, -2.197, 0.418)
C (1.815, -3.432, 0.980)
C (1.875, -3.595, 2.355)
C (2.173, -4.929, 2.981)
C (1.645, -2.470, 3.146)
C (1.379, -1.229, 2.606)
C (1.326, -1.059, 1.214)
N (1.039, 0.138, 0.544)
C (1.288, 1.322, 1.204)
C (2.357, 1.488, 2.110)
C (2.563, 2.687, 2.758)
C (1.748, 3.797, 2.545)
C (1.980, 5.095, 3.268)
C (0.739, 3.659, 1.606)
C (0.518, 2.467, 0.928)
P (-0.589, 2.309, -0.494)
C (0.071, 3.714, -1.547)
C (1.591, 3.661, -1.721)
C (-0.613, 3.951, -2.889)
C (-2.222, 3.012, 0.061)
C (-2.614, 2.531, 1.455)
C (-3.394, 2.791, -0.889)
H (5.051, -2.036, -1.782)
H (3.889, -3.360, -1.785)
H (4.102, -2.377, -0.337)
H (2.953, -1.331, -2.988)
H (3.484, 0.086, -0.325)
H (2.787, 0.849, -1.745)
H (4.459, 0.262, -1.784)
H (0.233, -2.676, -3.158)
H (2.114, -4.791, -1.976)
H (2.422, -3.808, -3.418)
H (1.088, -4.952, -3.397)
H (-0.117, -4.418, -0.673)
H (-1.038, -4.488, -2.182)
H (-1.185, -3.077, -1.134)
H (1.977, -4.288, 0.332)
H (2.197, -5.716, 2.226)
H (1.419, -5.202, 3.721)
H (3.141, -4.929, 3.488)
H (1.643, -2.572, 4.227)
H (1.162, -0.400, 3.262)
H (3.020, 0.658, 2.318)
H (3.389, 2.764, 3.458)
H (2.632, 4.949, 4.129)
H (1.043, 5.520, 3.632)
H (2.450, 5.841, 2.621)
H (0.107, 4.514, 1.377)
H (-0.143, 4.580, -0.906)
H (1.874, 2.843, -2.379)
H (2.115, 3.555, -0.771)
H (1.925, 4.590, -2.191)
H (-0.497, 3.095, -3.547)
H (-0.148, 4.821, -3.361)
H (-1.674, 4.162, -2.786)
H (-2.008, 4.089, 0.129)
H (-2.833, 1.467, 1.446)
H (-3.519, 3.059, 1.767)
H (-1.837, 2.693, 2.200)
H (-3.639, 1.731, -0.941)
H (-3.215, 3.122, -1.905)
H (-4.260, 3.329, -0.491)
O (-1.353, -1.199, -2.755)
S (-1.257, 0.083, -3.475)
O (-2.001, 1.075, -2.669)
O (-1.562, 0.028, -4.880)
S (0.706, 0.627, -3.144)
O (-1.530, -0.908, 0.062)
C (-1.856, -1.048, 1.271)
C (-2.641, -2.289, 1.678)
C (-2.739, -2.120, 3.184)
C (-2.080, -0.750, 3.428)
O (-1.977, -0.238, 4.524)
N (-1.608, -0.211, 2.252)
H (-2.108, -3.182, 1.351)
H (-3.603, -2.278, 1.162)
H (-2.177, -2.871, 3.741)
H (-3.754, -2.110, 3.580)

(8)
Here is a molecular structure, C19H16Br3F3 from the OMol25 dataset. Energies are from the ωB97M-V functional and the def2-TZVPD basis.

Properties
Largest force on an atom: 18.082 eV/Å
LUMO: -0.41 eV
Orbital gap: 7.8 eV

Geometry (Å):
F (-3.386, -1.050, 0.391)
C (-2.733, -0.770, -0.719)
C (-3.297, 0.108, -1.645)
C (-2.603, 0.450, -2.798)
C (-1.402, -0.243, -3.080)
C (-0.865, -1.106, -2.149)
C (-1.519, -1.444, -1.004)
H (-4.238, 0.589, -1.425)
H (-2.877, 1.164, -3.561)
H (-0.883, -0.042, -4.006)
H (0.095, -1.546, -2.375)
H (-1.186, -2.112, -0.224)
F (-1.992, 1.556, 0.604)
C (-0.692, 1.698, 0.290)
C (0.181, 1.983, 1.340)
C (1.505, 1.951, 1.119)
C (2.008, 1.616, -0.116)
C (1.180, 1.339, -1.185)
C (-0.193, 1.365, -0.961)
H (-0.116, 2.276, 2.336)
H (2.150, 2.322, 1.902)
H (3.015, 1.285, -0.321)
H (1.670, 1.252, -2.144)
H (-0.829, 1.011, -1.759)
F (1.501, -1.034, -0.106)
C (1.147, -1.089, 1.208)
C (1.998, -1.440, 2.256)
C (1.555, -1.346, 3.597)
C (0.363, -0.633, 3.825)
C (-0.430, -0.264, 2.773)
C (-0.143, -0.659, 1.487)
H (3.025, -1.725, 2.085)
H (2.247, -1.578, 4.393)
H (0.171, -0.281, 4.828)
H (-1.351, 0.238, 3.029)
H (-0.767, -0.335, 0.667)
C (1.486, -0.627, -1.660)
Br (1.140, -2.603, -1.667)
Br (0.923, 0.259, -3.342)
Br (3.330, -0.194, -1.028)
H (0.811, -0.339, -0.854)